Model one:
Computed, not measured: C6H9N in the gas phase, with ωB97M-V with the def2-TZVPD basis set.

## Properties
SMILES: C1=C[C@@H]2C[C@@H]2NC1
Frontier orbital gap (eV): 9.1
Spin multiplicity: 1
Highest occupied orbital energy (eV): -8.112

Last column: Löwdin charge in e.
Atoms and positions in Å:
1 N 0.49 -1.25 -0.61  -0.066
2 C -1.46 -0.07 0.76  -0.058
3 C 1.35 0.97 -0.03  -0.063
4 C -0.87 -0.79 -0.47  -0.261
5 C 1.41 -0.55 0.26  -0.248
6 C 0.17 1.49 -0.33  -0.086
7 C -1.07 0.70 -0.45  -0.254
8 H 0.19 2.49 -0.68  0.094
9 H 1.22 -0.87 1.34  0.118
10 H -2.50 -0.24 0.93  0.096
11 H -0.79 0.00 1.57  0.084
12 H 2.42 -1.03 0.15  0.114
13 H 0.66 -2.33 -0.50  0.165
14 H -1.59 -1.35 -1.10  0.144
15 H -1.86 1.21 -0.95  0.127
16 H 2.21 1.61 0.12  0.093



Model two:
Computed, not measured: C6H9N in the gas phase, with ωB97M-V with the def2-TZVPD basis set.

## Properties
Frontier orbital gap (eV): 8.8
Spin multiplicity: 1
Highest occupied orbital energy (eV): -8.479

Last column: Löwdin charge in e.
Atoms and positions in Å:
1 N -0.69 -0.86 1.56  -0.064
2 C -0.54 0.49 1.02  -0.177
3 C -0.41 0.54 -1.65  -0.073
4 C 0.73 1.36 -1.21  -0.089
5 C 0.98 -0.99 -0.26  0.135
6 C 0.53 -1.54 1.07  -0.253
7 C 0.24 0.26 -0.28  -0.471
8 H 1.70 1.19 -1.68  0.106
9 H -0.25 -0.20 -2.42  0.101
10 H 1.40 -1.25 1.71  0.127
11 H -1.42 0.96 -1.59  0.111
12 H 0.54 2.38 -0.87  0.111
13 H 0.03 1.11 1.73  0.116
14 H -1.46 -1.29 1.04  0.097
15 H -1.52 0.97 0.88  0.117
16 H 0.44 -2.64 1.16  0.106



Result of the stability comparison: model two is the least stable of them.



Model one:
Computed, not measured: C6H9N in the gas phase, with ωB97M-V with the def2-TZVPD basis set.

## Properties
Frontier orbital gap (alpha / beta) (eV): 7.5 / 7.6
Spin multiplicity: 1
Highest occupied orbital energy (alpha / beta) (eV): -7.860 / -7.743

Last column: Löwdin charge in e.
Atoms and positions in Å:
1 N -0.99 -0.50 0.40  -0.121
2 C -1.36 0.90 0.37  -0.155
3 C 1.17 -0.86 -0.87  0.070
4 C 2.58 0.85 0.54  0.005
5 C 2.04 -0.29 0.04  -0.267
6 C -2.39 -0.16 0.24  -0.158
7 C -0.30 -1.03 -0.77  -0.260
8 H -3.04 -0.40 1.08  0.099
9 H -1.14 1.47 -0.54  0.107
10 H 2.92 -0.96 0.13  0.124
11 H -2.87 -0.28 -0.73  0.101
12 H -0.70 -0.62 -1.72  0.124
13 H -0.50 -2.11 -0.84  0.128
14 H 3.36 0.70 1.27  0.046
15 H -1.27 1.45 1.30  0.101
16 H 2.49 1.84 0.12  0.055



Model two:
Computed, not measured: C6H9N in the gas phase, with ωB97M-V with the def2-TZVPD basis set.

## Properties
Frontier orbital gap (eV): 8.5
Spin multiplicity: 1
Highest occupied orbital energy (eV): -8.546

Last column: Löwdin charge in e.
Atoms and positions in Å:
1 N -1.21 -0.97 0.38  -0.060
2 C -0.54 0.27 0.78  -0.252
3 C -1.91 0.30 0.22  -0.113
4 C -0.53 -1.39 -0.86  -0.238
5 C 0.58 0.58 -0.21  -0.388
6 C 0.53 -0.45 -1.31  0.129
7 C 1.99 0.62 0.41  -0.069
8 H 1.99 1.31 1.27  0.079
9 H 0.42 1.54 -0.72  0.147
10 H 2.30 -0.36 0.77  0.082
11 H -0.37 0.41 1.84  0.137
12 H 2.72 0.98 -0.32  0.078
13 H -1.23 -1.65 -1.66  0.121
14 H 0.04 -2.32 -0.67  0.129
15 H -2.02 0.70 -0.79  0.117
16 H -2.77 0.44 0.86  0.102



Model three:
Computed, not measured: a molecular structure, C6H9N, with ωB97M-V with the def2-TZVPD basis set.

## Properties
Frontier orbital gap (alpha / beta) (eV): 8.6 / 7.8
Spin multiplicity: 1
Highest occupied orbital energy (alpha / beta) (eV): -8.049 / -7.731

Last column: Löwdin charge in e.
Atoms and positions in Å:
1 N 0.42 1.73 2.06  0.057
2 C 0.66 -1.07 0.03  -0.212
3 C 0.16 0.43 2.15  -0.095
4 C 0.75 1.63 0.70  -0.219
5 C -0.61 -1.17 -0.70  -0.102
6 C -0.97 -0.42 -1.95  -0.104
7 C 0.61 0.15 0.88  -0.195
8 H 0.78 -1.90 0.84  0.145
9 H 1.80 1.95 0.55  0.123
10 H -2.03 -0.14 -1.73  0.085
11 H -0.19 -0.09 2.98  0.090
12 H 1.59 -0.90 -0.50  0.112
13 H -0.50 0.45 -2.20  0.033
14 H 0.13 2.10 -0.03  0.107
15 H -1.07 -1.08 -2.79  0.064
16 H -1.53 -1.66 -0.28  0.110



Result of the stability comparison: model one is the least stable of them.



Model one:
Computed, not measured: 2 unconnected molecules or ions with the total composition C4H15N2O, with ωB97M-V with the def2-TZVPD basis set.

## Properties
Frontier orbital gap (eV): 9.3
Spin multiplicity: 1
Highest occupied orbital energy (eV): -12.464
Total charge: +1

Last column: Löwdin charge in e.
Atoms and positions in Å:
1 O -0.28 1.73 -2.45  -0.018
2 N -1.28 1.59 -0.04  0.200
3 N 1.15 -1.20 0.79  -0.126
4 C 1.86 -2.09 -0.13  -0.106
5 C 0.82 0.11 0.20  -0.174
6 C -1.40 -0.28 1.65  -0.063
7 C -0.74 0.21 0.40  -0.314
8 H 1.35 0.93 0.70  0.126
9 H -0.56 2.05 -0.60  0.113
10 H 2.92 -1.88 -0.27  0.085
11 H -1.12 0.21 2.59  0.099
12 H -1.07 -0.52 -0.36  0.151
13 H -2.49 -0.31 1.65  0.092
14 H 1.70 -3.12 0.20  0.083
15 H -1.58 2.05 0.82  0.165
16 H 1.10 0.05 -0.85  0.102
17 H 1.37 -2.07 -1.10  0.076
18 H -2.04 1.58 -0.72  0.161
19 H -1.14 -1.33 1.73  0.089
20 H 0.11 2.42 -2.98  0.070
21 H 1.56 -1.06 1.70  0.115
22 H -0.26 0.92 -2.96  0.074



Model two:
Computed, not measured: 2 unconnected molecules or ions with the total composition C4H15N2O, with ωB97M-V with the def2-TZVPD basis set.

## Properties
Frontier orbital gap (eV): 11.5
Spin multiplicity: 1
Highest occupied orbital energy (eV): -14.161
Total charge: +1

Last column: Löwdin charge in e.
Atoms and positions in Å:
1 O 1.53 2.38 1.49  -0.032
2 N -1.44 -0.25 -1.83  0.001
3 N 0.78 0.11 -0.09  -0.022
4 C -1.97 -1.04 -0.65  -0.246
5 C 2.13 -0.41 -0.54  0.025
6 C 0.01 -0.87 0.86  -0.104
7 C -1.49 -0.53 0.74  -0.149
8 H -1.84 -2.10 -0.86  0.121
9 H 2.15 3.00 1.06  0.079
10 H -2.15 0.46 -1.97  0.089
11 H 0.23 -1.87 0.52  0.118
12 H -3.07 -0.93 -0.52  0.121
13 H 0.81 1.05 0.33  0.107
14 H 0.97 2.80 2.14  0.055
15 H -1.67 -0.89 -2.59  0.091
16 H 0.09 0.09 -0.86  0.083
17 H -1.95 -1.13 1.51  0.122
18 H 2.04 -1.44 -0.23  0.086
19 H 2.09 -0.26 -1.63  0.105
20 H 2.99 0.16 -0.22  0.097
21 H -1.55 0.55 0.79  0.122
22 H 0.49 -0.63 1.81  0.128



Result of the stability comparison: model one is the least stable of them.



Model one:
Computed, not measured: a molecular structure, C4H15N2O, with ωB97M-V with the def2-TZVPD basis set.

## Properties
Frontier orbital gap (eV): 5.4
Spin multiplicity: 1
Highest occupied orbital energy (eV): -14.053
Total charge: +1

Last column: Löwdin charge in e.
Atoms and positions in Å:
1 O -0.75 -0.36 3.74  -0.106
2 N 1.36 -1.10 -0.21  0.363
3 N -0.20 0.78 -1.20  -0.155
4 C -1.14 1.72 -2.06  -0.004
5 C -0.83 -0.51 -0.94  -0.207
6 C -0.05 1.35 0.12  -0.109
7 C -0.02 -1.21 0.07  -0.258
8 H -0.46 -2.19 0.18  0.141
9 H 0.31 2.35 -0.07  0.104
10 H -0.17 -0.72 1.03  0.148
11 H 1.70 -2.04 -0.04  0.075
12 H -0.48 2.53 -2.37  0.087
13 H 0.15 -0.87 3.71  0.097
14 H -2.09 2.19 -1.54  0.139
15 H -1.52 1.11 -2.88  0.079
16 H 3.98 -1.81 -0.89  0.019
17 H -0.79 -1.06 -1.90  0.154
18 H 0.76 0.83 0.69  0.085
19 H -0.95 1.38 0.74  0.132
20 H -1.17 -0.23 4.58  0.029
21 H 4.24 -1.78 -0.16  0.028
22 H -1.88 -0.38 -0.60  0.157



Model two:
Computed, not measured: 2 unconnected molecules or ions with the total composition C4H15N2O, with ωB97M-V with the def2-TZVPD basis set.

## Properties
Frontier orbital gap (eV): 9.7
Spin multiplicity: 1
Highest occupied orbital energy (eV): -12.883
Total charge: +1

Last column: Löwdin charge in e.
Atoms and positions in Å:
1 O 3.27 -0.40 -0.06  -0.040
2 N 0.95 0.43 1.36  0.186
3 N -2.67 -0.18 0.09  0.004
4 C -1.60 -1.14 -0.18  -0.287
5 C -0.49 -0.60 -1.07  -0.194
6 C -0.10 0.86 -0.83  -0.191
7 C -0.03 1.32 0.61  -0.132
8 H 4.18 -0.07 -0.07  0.076
9 H 0.86 1.03 -1.31  0.116
10 H 3.37 -1.35 -0.18  0.072
11 H 0.37 2.33 0.68  0.134
12 H -0.81 1.53 -1.33  0.125
13 H -2.73 0.51 -0.65  0.071
14 H 0.53 -0.50 1.40  0.137
15 H 1.16 0.71 2.32  0.175
16 H 1.86 0.39 0.86  0.107
17 H -1.16 -1.46 0.78  0.096
18 H -2.00 -2.06 -0.64  0.120
19 H -0.79 -0.69 -2.11  0.120
20 H -0.97 1.20 1.13  0.114
21 H 0.38 -1.24 -0.90  0.105
22 H -3.58 -0.64 0.10  0.087



Result of the stability comparison: model one is the least stable of them.